DFT (ωB97M-V with the def2-TZVPD basis set) results for a structure of composition C41H47IrN3 at a distorted geometry.

Computed properties:
total charge = -1
max |F| = 8.16 eV Å⁻¹
E = -50576.3331 eV
orbital gap (spin up / spin down) = 5.113 / 5.109 eV

```
92
Properties=species:S:1:pos:R:3:forces:R:3:mulliken_charge:R:1
Ir -0.57133 0.32734 -1.18215 -1.563 0.454 -3.302 0.50
C 0.16682 4.16212 -3.29221 -0.242 -0.646 -0.419 -0.85
C 1.04750 4.71332 -2.36729 0.307 -0.138 0.912 -0.92
C 1.39537 4.00324 -1.20826 0.046 0.376 -0.243 -1.05
C 0.87544 2.72178 -0.93644 1.663 0.744 -0.578 1.77
C -0.01161 2.20633 -1.90204 1.433 -3.858 0.256 -2.28
C -0.36592 2.90168 -3.05868 1.656 0.282 -1.156 0.32
C 1.22483 1.93777 0.28825 -0.890 -0.468 -0.996 0.61
C 2.09678 2.40402 1.27197 0.957 -0.523 2.049 -1.04
C 2.37340 1.61292 2.38735 0.225 1.962 -1.347 -1.68
C 1.77712 0.35771 2.51563 -0.064 -0.213 0.200 1.48
C 2.02433 -0.47635 3.62113 -0.367 -1.158 0.345 -0.86
C 1.40899 -1.72306 3.71191 0.649 0.656 0.401 -0.94
C 0.54835 -2.13787 2.70210 0.185 0.833 -0.699 -0.06
C 0.30796 -1.30282 1.60660 2.109 -2.235 5.289 -0.84
C 0.90826 -0.05582 1.49169 0.767 0.319 1.388 1.38
N 0.64511 0.71075 0.41867 4.410 6.777 1.126 0.75
H -0.10219 4.71247 -4.18954 0.012 0.000 0.060 0.37
H 1.46898 5.70022 -2.54323 -0.017 -0.144 0.091 0.39
H 2.08712 4.48868 -0.52667 -0.002 -0.042 0.039 0.30
H -1.05525 2.44883 -3.76430 0.015 0.029 0.055 0.61
H 2.57632 3.37249 1.20387 -0.106 -0.030 -0.145 0.39
H 3.05415 1.98495 3.14850 -0.063 -0.092 -0.041 0.46
H 2.69651 -0.15748 4.41417 -0.052 0.110 -0.175 0.34
H 1.60037 -2.36703 4.56626 0.042 0.091 -0.010 0.29
H 0.06166 -3.10787 2.76020 -0.014 0.040 -0.027 0.34
H -0.36623 -1.63224 0.81939 2.459 -1.309 5.140 0.24
C -1.84299 3.18410 -0.83914 -1.628 0.917 1.196 -1.12
C -2.82011 2.00731 -0.93217 -1.155 1.190 0.706 1.96
C -3.97199 2.36286 -1.88289 -0.102 -0.125 0.163 -2.21
C -3.26735 1.57179 0.46995 -0.287 0.163 -0.079 0.10
C -4.41511 2.13902 1.05684 0.675 -0.460 -0.017 -0.93
C -4.81378 1.78966 2.34152 0.277 -0.149 -0.031 -1.34
C -4.05944 0.87952 3.07101 0.481 -0.103 -0.564 -0.34
C -2.89165 0.29952 2.53423 -0.107 0.110 -0.116 0.79
C -2.06338 -0.64610 3.40735 -0.381 0.124 0.030 1.70
C -1.48438 0.08521 4.62361 0.078 0.069 0.050 -1.69
C -2.87822 -1.86856 3.84396 -0.014 -0.051 -0.012 -1.84
C -2.48523 0.62910 1.20807 -2.496 1.627 1.146 -1.28
N -1.31788 0.16546 0.68234 -4.246 -1.598 1.858 1.04
C -1.38329 -1.06147 0.13014 -6.036 1.685 0.111 -0.36
C -0.34406 -1.62137 -0.51393 2.151 -3.020 -5.300 -0.44
N 0.84782 -1.00294 -0.68349 0.675 -4.288 -1.535 1.18
C 1.72105 -1.71100 -1.45619 2.266 -1.228 -2.171 -0.68
C 1.65430 -1.66520 -2.88249 -0.006 -0.044 -0.159 0.21
C 2.57722 -2.40326 -3.65151 -0.244 0.331 0.681 -0.43
C 3.58561 -3.14489 -3.04951 -0.225 0.176 0.152 -1.33
C 3.68802 -3.16316 -1.66419 -0.655 0.435 0.193 -0.42
C 2.77264 -2.46079 -0.85331 0.033 -0.024 -0.112 0.68
C 2.93845 -2.49896 0.66810 0.268 -0.062 -0.111 1.45
C 2.95408 -3.93237 1.21149 -0.009 -0.029 -0.011 -1.80
C 4.19975 -1.74153 1.09533 0.150 0.082 0.011 -1.71
C 0.58360 -0.83405 -3.59743 1.067 -0.901 -1.295 1.67
C -0.45572 -1.73909 -4.26594 -0.038 0.037 0.097 -1.58
C 1.18937 0.13711 -4.61914 0.107 -0.042 0.035 -1.76
H -1.48914 3.47327 -1.83473 -1.141 0.390 1.446 0.28
H -0.96351 2.93025 -0.23776 -1.161 0.429 0.115 0.36
H -2.31447 4.06053 -0.38055 -0.428 -0.049 0.177 0.36
H -2.30568 1.17117 -1.42036 -0.522 0.145 -0.170 -0.18
H -4.47270 3.29381 -1.59643 -0.002 -0.037 0.010 0.37
H -4.72069 1.56412 -1.91263 0.030 0.078 -0.003 0.38
H -3.59285 2.50319 -2.90146 0.050 -0.032 0.151 0.44
H -4.99928 2.87430 0.51764 0.062 -0.052 -0.137 0.28
H -5.69761 2.23810 2.77779 -0.026 0.005 0.011 0.37
H -4.36946 0.63211 4.07997 0.080 -0.077 0.015 0.31
H -1.20440 -1.03558 2.85281 -0.875 0.539 0.211 -0.56
H -2.26665 0.44724 5.29914 -0.041 -0.014 -0.084 0.39
H -0.88592 0.94830 4.31102 -0.068 -0.126 0.015 0.33
H -0.83353 -0.58240 5.19870 -0.052 0.044 -0.083 0.37
H -3.70872 -1.59786 4.50447 0.031 0.011 -0.064 0.34
H -2.24403 -2.57750 4.38739 -0.004 0.058 -0.016 0.40
H -3.29632 -2.38987 2.97561 0.016 0.056 0.084 0.38
H -2.29292 -1.65847 0.16267 -0.225 0.226 -0.142 0.23
H -0.53516 -2.61367 -0.92027 0.115 0.062 -0.342 0.47
H 2.50735 -2.39426 -4.73312 -0.071 0.094 0.008 0.33
H 4.29147 -3.69832 -3.65611 0.016 -0.023 -0.013 0.35
H 4.49135 -3.72854 -1.20595 -0.046 0.012 0.106 0.33
H 2.09491 -2.00450 1.16083 0.726 -0.309 -0.714 -0.39
H 3.83318 -4.49376 0.87837 -0.049 0.039 -0.048 0.36
H 2.06205 -4.48152 0.89059 0.079 0.043 0.026 0.40
H 2.96732 -3.92504 2.30700 -0.009 0.058 -0.089 0.41
H 5.11080 -2.20883 0.70579 -0.053 -0.013 -0.062 0.37
H 4.28105 -1.71358 2.18734 -0.053 -0.017 -0.099 0.38
H 4.17504 -0.70700 0.73493 -0.027 -0.114 0.040 0.32
H 0.04879 -0.20000 -2.88273 0.202 -0.189 -0.715 -0.87
H -0.01346 -2.35243 -5.05856 0.084 0.019 0.041 0.39
H -1.25529 -1.14027 -4.71551 0.053 -0.008 0.093 0.31
H -0.91524 -2.41716 -3.53877 0.018 0.111 -0.059 0.31
H 1.65398 -0.38262 -5.46339 0.027 -0.041 0.009 0.42
H 1.95117 0.77089 -4.15202 -0.139 -0.043 -0.033 0.36
H 0.41258 0.79316 -5.02775 0.068 -0.087 0.100 0.36
H -1.59418 -0.95924 -1.70341 -0.820 2.171 -2.915 0.00
```
Forces are in eV/Å.